Record 1
Formula: C10H14BN7O3Ti
Source: OMol25
Level of theory: the ωB97M-V functional and the def2-TZVPD basis

E_HOMO (spin up / spin down) ... -0.26005 / -0.31356 Ha
Energy ... -1872.6537 a.u.
Orbital gap (spin up / spin down) ... 7.42 / 8.01 eV
LUMO energy (spin up / spin down) ... 0.0127 / -0.0193 hartree
Energy relative to the best compared isomer or geometry (same formula, charge and spin) ... 65.20 kcal per mole
Multiplicity ... 3

```
36
Properties=species:S:1:pos:R:3:forces:R:3
C -2.02336 -2.47927 -0.99072 -0.6 0.6 0.3
C 2.48826 -0.01761 -1.56702 0.8 -0.4 -1.8
O 5.16841 -0.70687 0.90497 2.0 0.6 0.1
H -1.58605 3.81977 -2.60683 0.1 -0.4 0.3
H 2.25580 -0.94623 0.98051 1.3 1.2 0.5
N -0.20969 0.21346 1.79689 -0.7 -0.2 0.7
N 4.76805 0.39632 0.74680 -1.8 -0.3 -0.5
H 2.19290 0.88351 -2.18174 0.2 -1.3 -0.1
H 0.90006 2.94114 -1.84061 -0.5 -0.3 0.2
C -1.33767 0.32145 3.72554 -0.1 0.1 1.4
O 5.01826 1.53768 0.58254 2.3 -0.1 0.2
C -1.03102 -3.35328 -1.36600 -0.2 -1.5 -0.7
C -0.08285 2.52388 -1.60565 -0.3 -0.7 0.7
H -3.33843 0.11844 2.67964 0.7 0.0 0.2
H -1.17539 -4.34634 -1.80079 0.1 0.5 0.2
Ti 1.22042 0.07815 0.01665 1.8 1.5 1.1
C -0.07260 0.33129 3.13864 -0.2 0.0 -1.0
N -0.21850 1.43210 -0.81851 -0.9 0.2 -0.7
H -3.34026 2.01761 -1.46971 0.6 0.1 -0.1
C -2.24358 0.17591 2.70443 -0.4 -0.1 -0.8
C 0.17702 -2.73519 -1.08912 -0.4 1.0 0.6
N -1.44609 -1.37010 -0.50571 1.0 -0.3 0.0
H -1.57872 0.41405 4.78915 0.2 -0.1 -0.6
H 2.28877 -1.03334 -2.01509 0.1 1.2 -0.4
C -1.34728 2.95201 -1.98983 -0.1 1.2 -0.8
H -3.27270 -0.13611 0.05671 0.0 0.0 0.0
C -2.24930 2.07131 -1.43948 -0.2 -0.7 0.4
H 0.90759 0.41960 3.61699 -0.5 0.0 -0.4
H 3.59428 0.05239 -1.39662 -1.2 -0.1 -0.1
H 1.19970 -3.08775 -1.23840 -0.5 0.2 0.1
N -1.56457 1.14361 -0.74996 0.8 0.5 0.0
H -3.11609 -2.54078 -1.01981 0.6 -0.1 0.0
B -2.07756 -0.07548 0.08342 0.5 0.2 0.3
O 2.76923 0.40791 0.86814 -4.6 -2.2 1.4
N -1.55635 0.10096 1.54825 0.6 0.2 0.0
N -0.08064 -1.52422 -0.54765 -0.5 -0.6 -0.5
```
Positions in Å, forces in eV/Å.

=====

Record 2
Formula: C5H5NO2
Source: OMol25
Level of theory: the ωB97M-V functional and the def2-TZVPD basis

E_HOMO ... -0.36279 Ha
Energy ... -398.6380 a.u.
SMILES string ... O[C@H]1Cc2nocc21
Orbital gap ... 10.44 eV
LUMO energy ... 0.0210 hartree
Energy relative to the best compared isomer or geometry (same formula, charge and spin) ... 88.16 kcal per mole
Multiplicity ... 1

```
13
Properties=species:S:1:pos:R:3:forces:R:3
H 0.88374 -0.38742 2.01024 0.0 -0.1 0.3
H -2.01094 0.24710 1.17446 0.3 -0.4 0.3
O 0.39652 -0.47610 -2.14561 0.6 0.2 0.5
C -0.63565 -0.56644 -0.31473 -0.1 -0.4 0.4
H 2.07342 0.62055 -1.65437 -0.6 -0.3 0.4
O 0.21424 1.56537 1.97631 -0.2 0.0 -0.1
C 1.15907 0.18805 -1.22937 0.4 0.3 -0.5
N -0.73726 -0.99731 -1.53752 -0.6 0.1 0.4
H -1.25536 -1.34541 1.71850 -0.5 -0.2 -0.2
C 0.52233 0.15931 -0.03586 0.6 0.3 -0.6
C -1.15346 -0.44518 1.12417 -0.1 0.4 -0.2
C 0.21896 0.27102 1.45292 0.2 -0.1 -0.9
H -0.08359 1.49163 2.88552 0.0 0.2 0.2
```
Positions in Å, forces in eV/Å.

=====

Record 3
Formula: C10H41BrF8IN3O21PS2
Source: OMol25
Level of theory: the ωB97M-V functional and the def2-TZVPD basis

E_HOMO ... -0.46429 Ha
Energy ... -6957.9322 a.u.
Orbital gap ... 7.72 eV
LUMO energy ... -0.1805 hartree
Energy relative to the best compared isomer or geometry (same formula, charge and spin) ... 69.48 kcal per mole
Charge ... +1
Multiplicity ... 1

```
88
Properties=species:S:1:pos:R:3:forces:R:3
O -3.47811 -2.11254 -6.42079 0.2 0.0 0.4
O -1.35866 -5.09231 0.75665 -1.5 2.2 0.0
H 1.88664 3.85421 3.16346 0.0 0.1 0.1
Br 2.83817 -1.47694 1.92175 -1.3 0.3 0.0
O 1.33458 -0.19037 5.64289 -0.1 0.1 -0.2
H -3.48109 -3.87239 -0.12339 0.6 0.3 -0.9
O -2.62429 -5.13694 -2.01450 0.0 -1.6 0.0
H 1.50150 7.00093 -1.58180 -0.1 0.3 -0.2
S 0.70274 1.81594 0.21551 2.5 1.6 1.2
O 0.66306 2.61938 1.40207 -1.3 -0.3 -0.8
H -2.28471 9.25657 -0.27330 0.2 -0.2 -0.1
F -0.25577 3.30528 -1.84433 0.7 -0.7 0.4
C -2.59955 -3.97658 -2.08047 -0.3 0.1 0.1
H 2.47171 -3.89040 -2.81185 -0.7 -0.3 -0.2
H -2.02836 -3.77551 5.97406 0.0 -0.1 0.2
H -1.73373 9.75771 -2.65495 0.0 0.0 0.1
H 0.61941 8.51455 0.36128 -0.1 0.0 -0.1
H 2.15466 5.12527 1.04115 0.2 0.2 0.1
N -0.11063 -1.24667 0.53363 -1.9 2.4 0.5
H 5.86838 -8.48783 1.39054 0.0 0.1 -0.1
O 2.98729 1.65906 7.35644 -0.1 -0.1 0.1
H -0.32667 -0.15753 -5.81415 0.1 0.0 0.0
H -0.30067 -2.47517 -2.04098 0.2 -0.2 0.7
O 1.84971 0.96857 0.10930 -1.4 -0.7 -0.6
C -2.14583 -2.16406 -0.16283 -1.9 -1.1 2.4
C 1.46146 -4.34491 -2.83755 -1.3 -0.3 0.4
H 2.25961 -0.17330 -6.09248 0.0 0.0 -0.1
C -1.65029 -3.66873 2.95774 -1.6 -0.4 3.1
H 3.60919 -6.55969 0.83034 0.1 -0.1 -0.2
O -2.03221 8.40210 0.11237 0.1 -0.2 0.2
H 0.84439 5.81762 -2.27289 0.0 0.1 -0.2
F -0.87593 -4.12850 3.97203 -0.2 0.6 -1.3
O 1.62390 -0.45438 -6.76087 0.1 0.0 0.2
H 4.45663 -9.00912 1.60866 0.0 0.1 -0.1
O 2.98899 5.60417 1.09551 -0.2 0.0 0.0
H -0.09543 -5.04026 -1.50393 0.5 0.8 0.6
H 2.06607 -1.18229 -7.21263 -0.1 0.0 0.0
H 1.35183 0.61938 3.01973 -0.5 0.3 0.0
C 0.89818 3.07780 -1.17297 0.4 1.7 -0.8
O 0.61272 -4.40036 1.73386 -0.5 2.4 0.6
H 1.52532 -4.65491 -0.69364 -1.0 0.4 -0.1
H -1.53461 1.64775 -0.50880 -0.2 -0.6 0.4
C -0.66009 -2.60350 0.13764 -0.1 2.9 -1.9
O 0.44148 0.26207 2.90959 0.8 -1.5 -1.9
S -0.71881 -3.94800 1.37833 3.4 -5.1 -1.4
I -2.54910 -0.29308 -2.43501 0.3 0.4 -0.2
O 2.86404 -6.04081 0.49825 0.0 0.0 0.2
H 1.78616 9.40756 -0.04228 0.1 -0.1 -0.1
H -3.51893 -3.52709 6.14586 0.0 0.0 0.1
N -2.21746 -0.68488 -0.40170 2.8 -1.6 -0.4
O -2.12860 10.25004 -1.92535 0.1 0.3 -0.3
H 2.76239 6.50350 0.82258 0.1 0.0 0.1
H -1.64055 -0.90213 -5.61236 0.0 0.2 -0.2
F -2.75533 -4.45402 2.97813 1.0 0.9 -0.7
N -0.77511 1.04792 -0.12509 2.3 0.7 0.8
C -0.92675 -0.27037 0.06023 -2.4 -1.1 -1.6
H 0.75963 -3.83719 -3.54841 0.9 -0.2 0.3
F -2.04956 -2.42501 3.28854 0.4 -0.5 -0.8
H -1.93461 11.17173 -2.13157 -0.1 0.0 0.1
F 1.25130 4.26263 -0.61273 -0.6 -1.3 -0.2
H 2.41795 0.90679 7.14962 0.1 -0.1 0.0
H -4.07566 -2.62555 -1.22665 1.0 0.0 0.3
H -4.42489 -2.20110 -6.26051 0.0 0.1 -0.1
O -2.68890 -3.54182 6.63592 0.0 0.1 -0.3
C -3.13695 -3.13890 -0.89247 0.1 0.8 -0.7
C 0.29024 -2.84613 -1.16811 0.0 -1.8 -0.2
H -1.68159 7.90575 -0.63527 0.0 0.1 0.0
H -3.06997 -2.58893 -5.68684 -0.1 -0.2 -0.1
O -3.36316 2.54895 -0.96208 0.5 0.2 0.4
F -2.13394 -3.44666 -3.27328 -0.4 0.8 1.2
P 0.60382 -1.23010 2.17550 1.4 -0.2 2.6
F 1.43004 -2.03115 -1.11734 -1.0 -0.7 0.3
O 4.94344 -8.26476 1.23659 0.0 -0.1 0.1
H 0.50631 -0.68216 5.60034 0.1 0.0 0.2
H -2.59525 -2.18018 0.87739 0.3 -0.1 -0.8
H 2.91470 1.75525 8.31234 0.1 0.1 -0.1
C 0.74220 -4.30665 -1.41037 1.2 -0.1 -1.6
O -1.03654 -0.29185 -5.16882 -0.2 -0.2 0.0
H -2.97211 3.42024 -0.81093 -0.2 0.1 -0.2
O 1.06895 6.74233 -2.40967 -0.1 -0.3 0.2
H -4.15760 2.55234 -0.41267 0.0 -0.1 0.0
H 2.24941 -6.00899 1.24071 0.0 0.1 -0.1
O 1.85927 3.78182 4.12393 0.1 -0.3 -0.2
H 1.48289 -5.41557 -3.15876 0.4 0.9 0.3
O 1.40944 8.53395 -0.19736 0.0 0.0 0.4
H 1.09777 0.69386 5.33321 0.0 0.0 0.2
F 1.89470 2.75090 -1.99373 -1.2 -0.3 0.5
H 2.77577 3.91435 4.39477 -0.1 0.0 0.1
```
Positions in Å, forces in eV/Å.